Record 1
C5H12O2 | ωB97M-V/def2-TZVPD

Properties
* total charge: 0
* largest force on an atom: 2.86 eV/A
* calculated total energy: -9472.706 eV
* structure (SMILES): C=C/C=C/C.O.O
* ΔE to the lowest compared entry with this formula, charge and spin: 56.0 kcal per mole
* spin multiplicity: 1
* HOMO-LUMO gap: 9.0 eV

```
19
C5H12O2 | OMol25 | ωB97M-V/def2-TZVPD
C -1.436 1.008 -2.717
C -1.550 0.917 -1.398
C -0.976 1.948 -0.506
C -0.620 3.175 -0.902
C -0.085 4.157 0.168
H -1.788 0.239 -3.394
H -0.858 1.771 -3.224
H -1.892 0.009 -0.922
H -0.755 1.688 0.523
H -0.302 3.566 -1.861
H -0.620 5.105 0.089
H -0.392 3.785 1.146
H 0.983 4.262 0.005
O 2.124 -6.219 1.268
H 3.046 -6.136 1.520
H 1.757 -6.836 1.929
O 1.044 -3.823 2.634
H 0.865 -4.065 3.529
H 1.453 -4.551 2.113
```

Mulliken atomic charge list, values in e, 8 entries: atom 1 (C): -0.73, atom 2 (C): -0.19, atom 3 (C): -0.16, atom 4 (C): -0.02, atom 5 (C): -1.14, atom 6 (H): 0.25, atom 7 (H): 0.18, atom 8 (H): 0.32

***

Record 2
C3H6I2O | ωB97M-V/def2-TZVPD

Properties
* total charge: 0
* largest force on an atom: 3.82 eV/A
* calculated total energy: -21456.189 eV
* ΔE to the lowest compared entry with this formula, charge and spin: 17.6 kcal per mole
* spin multiplicity: 1
* HOMO-LUMO gap: 9.4 eV

```
12
C3H6I2O | OMol25 | ωB97M-V/def2-TZVPD
C 1.356 0.648 -0.067
C -1.244 0.523 0.040
C 0.089 -0.272 -0.137
O 0.128 -1.196 0.920
I 2.937 -0.782 -0.257
I -2.976 -0.781 -0.283
H 1.531 1.303 -0.839
H 1.386 1.103 0.885
H -1.306 1.349 -0.679
H -1.567 1.018 0.954
H -0.047 -0.806 -1.181
H -0.286 -2.107 0.644
```

Mulliken atomic charge list, values in e, 8 entries: atom 1 (C): -1.12, atom 2 (C): -0.99, atom 3 (C): 0.12, atom 4 (O): -0.50, atom 5 (I): 0.03, atom 6 (I): -0.02, atom 7 (H): 0.50, atom 8 (H): 0.45

***

Record 3
C4H9NO | ωB97M-V/def2-TZVPD

Properties
* total charge: 0
* largest force on an atom: 0.46 eV/A
* calculated total energy: -7829.733 eV
* structure (SMILES): C/C=N\OCC
* ΔE to the lowest compared entry with this formula, charge and spin: 59.7 kcal per mole
* spin multiplicity: 1
* HOMO-LUMO gap: 10.5 eV

```
15
C4H9NO | OMol25 | ωB97M-V/def2-TZVPD
C 2.355 0.762 -0.003
C 1.988 -0.693 0.003
N 0.800 -1.153 0.009
O -0.137 -0.137 0.022
C -1.443 -0.704 -0.007
C -2.433 0.442 0.004
H 1.986 1.249 0.911
H 1.876 1.270 -0.851
H 3.438 0.902 -0.059
H 2.765 -1.456 -0.007
H -1.576 -1.360 0.861
H -1.559 -1.313 -0.909
H -2.297 1.085 -0.871
H -2.306 1.053 0.907
H -3.456 0.054 -0.010
```

Mulliken atomic charge list, values in e, 8 entries: atom 1 (C): -0.82, atom 2 (C): 0.06, atom 3 (N): -0.65, atom 4 (O): -0.10, atom 5 (C): -0.12, atom 6 (C): -1.13, atom 7 (H): 0.25, atom 8 (H): 0.26

***

Record 4
CH3BrCl2OSi | ωB97M-V/def2-TZVPD

Properties
* total charge: 0
* largest force on an atom: 8.74 eV/A
* calculated total energy: -106097.104 eV
* ⟨S²⟩: 2.0066
* ΔE to the lowest compared entry with this formula, charge and spin: 4.8 kcal per mole
* spin multiplicity: 3
* HOMO-LUMO gap (alpha / beta): 7.1 / 8.3 eV

```
9
CH3BrCl2OSi | OMol25 | ωB97M-V/def2-TZVPD
C -1.102 0.865 0.458
O -0.500 -0.061 0.901
Si 0.591 0.476 -3.084
Cl 0.744 -1.377 -3.724
Cl -1.284 0.774 -2.462
Br 0.976 1.848 -4.857
H -0.989 2.018 0.712
H -2.077 0.662 -0.187
H 1.571 0.871 -2.105
```

Mulliken atomic charge list, values in e, 8 entries: atom 1 (C): -0.34, atom 2 (O): -0.24, atom 3 (Si): 0.69, atom 4 (Cl): -0.17, atom 5 (Cl): -0.16, atom 6 (Br): -0.26, atom 7 (H): 0.31, atom 8 (H): 0.26

***

Record 5
C4H5NO2 | ωB97M-V/def2-TZVPD

Properties
* total charge: 0
* largest force on an atom: 3.81 eV/A
* calculated total energy: -9809.705 eV
* ΔE to the lowest compared entry with this formula, charge and spin: 106.3 kcal per mole
* spin multiplicity: 1
* HOMO-LUMO gap: 10.1 eV

```
12
C4H5NO2 | OMol25 | ωB97M-V/def2-TZVPD
O 0.831 2.539 0.522
C 0.517 1.381 0.329
N 1.435 0.505 -0.095
C 0.431 -1.093 -0.511
C -0.914 -0.598 -0.090
O -1.002 -0.308 1.292
C -0.879 0.787 0.380
H 1.802 -0.425 0.004
H 0.712 -2.053 -0.015
H 0.580 -1.183 -1.586
H -1.801 -1.031 -0.554
H -1.713 1.477 0.324
```

Mulliken atomic charge list, values in e, 8 entries: atom 1 (O): -0.57, atom 2 (C): 0.28, atom 3 (N): -0.44, atom 4 (C): -0.72, atom 5 (C): -0.02, atom 6 (O): -0.41, atom 7 (C): 0.03, atom 8 (H): 0.32

***

Record 6
C2H3N4 | ωB97M-V/def2-TZVPD

Properties
* total charge: +1
* largest force on an atom: 2.62 eV/A
* calculated total energy: -8069.411 eV
* ΔE to the lowest compared entry with this formula, charge and spin: 50.2 kcal per mole
* spin multiplicity: 1
* HOMO-LUMO gap: 5.5 eV

```
9
C2H3N4 | OMol25 | ωB97M-V/def2-TZVPD
C -2.206 -0.863 0.037
C -1.682 0.401 0.078
N -2.618 -1.944 0.002
N 2.766 -1.166 0.268
N 0.681 -0.432 -0.310
N 1.704 -0.839 -0.081
H -1.579 0.987 -0.829
H -1.442 0.849 1.038
H 3.521 -1.586 -0.240
```

Mulliken atomic charge list, values in e, 8 entries: atom 1 (C): 0.35, atom 2 (C): 0.04, atom 3 (N): -0.03, atom 4 (N): -0.67, atom 5 (N): -0.51, atom 6 (N): 0.92, atom 7 (H): 0.28, atom 8 (H): 0.30